No. 1
A cluster of 7 separate species, C40H70Br2N3O24S6 in total in a non-equilibrium geometry, computed with ωB97M-V with the def2-TZVPD basis set.

Atoms and positions in Å:
Br1 -5.535 -3.916 1.241
Br2 -3.368 -4.418 3.608
S1 -7.489 4.087 -2.528
S2 6.696 2.555 -2.286
S3 15.210 -2.446 0.663
S4 9.660 0.095 2.918
S5 -8.251 0.298 5.019
S6 -11.005 2.310 -4.460
O1 15.128 -3.446 -0.337
O2 -7.714 4.796 -1.107
O3 14.117 -1.311 0.365
O4 -11.294 3.794 -4.976
O5 -7.065 -0.434 4.682
O6 16.434 -1.808 0.987
O7 5.619 1.739 -3.149
O8 -8.353 2.772 -2.249
O9 6.629 3.927 -2.632
O10 -8.142 4.843 -3.530
O11 -10.389 1.561 -5.491
O12 6.604 2.116 -0.941
O13 9.141 -0.070 1.613
O14 8.010 1.928 -2.950
O15 14.547 -3.021 2.006
O16 -9.190 0.365 3.728
O17 -8.174 1.582 5.598
O18 11.129 0.735 2.797
O19 -9.167 -0.646 5.907
O20 8.944 1.347 3.603
O21 -12.533 1.835 -4.331
O22 -6.115 3.729 -2.628
O23 9.720 -0.965 3.858
O24 -10.425 2.395 -3.165
N1 -0.286 1.312 -2.933
N2 -5.887 1.098 1.662
N3 -5.734 -0.126 2.095
C1 -0.176 -0.753 -3.662
C2 -1.084 -3.011 -0.275
C3 -3.635 1.010 -1.256
C4 -4.241 -0.852 0.421
C5 12.995 -1.463 1.245
C6 7.661 0.750 -3.690
C7 1.760 -3.782 -1.557
C8 -1.900 2.790 -1.896
C9 -10.459 -0.809 5.293
C10 -0.207 0.021 -2.511
C11 0.314 -2.778 0.319
C12 5.892 0.784 2.198
C13 -5.009 -1.121 1.593
C14 -2.422 1.831 -0.796
C15 -0.298 1.413 -4.295
C16 6.184 -0.697 2.478
C17 13.567 -2.095 2.494
C18 -13.396 2.979 -4.378
C19 -3.817 -2.553 3.329
C20 2.698 -2.601 -1.866
C21 -2.207 -2.425 0.619
C22 6.496 -1.523 1.223
C23 -8.722 2.713 -0.874
C24 -8.800 4.157 -0.427
C25 9.935 2.261 4.098
C26 -5.075 -2.414 2.371
C27 -3.386 -1.905 -0.240
C28 -5.204 1.407 0.595
C29 6.271 1.036 -4.216
C30 1.306 -3.886 -0.098
C31 -0.393 2.534 -2.134
C32 4.525 -2.603 -0.056
C33 -10.190 -0.670 3.811
C34 -0.225 0.114 -4.772
C35 5.465 -1.372 0.075
C36 -4.229 -1.953 4.680
C37 11.085 2.134 3.121
C38 -12.683 3.948 -5.296
C39 -4.362 0.463 -0.045
C40 4.181 -2.908 -1.549
H1 6.079 1.422 3.063
H2 12.270 -2.122 0.763
H3 5.722 0.130 -4.459
H4 2.145 -3.918 0.597
H5 -12.825 3.683 -6.345
H6 0.307 -2.711 1.411
H7 2.657 -2.363 -2.934
H8 7.483 -1.292 0.838
H9 4.821 0.877 1.985
H10 -5.193 -2.318 5.024
H11 8.382 0.573 -4.483
H12 7.662 -0.098 -3.002
H13 9.532 3.268 4.142
H14 -2.744 2.476 0.031
H15 -9.768 -1.587 3.394
H16 -2.398 2.621 -2.851
H17 -6.259 -0.338 2.948
H18 -4.290 -0.867 4.528
H19 -0.210 -0.254 -1.471
H20 2.419 -1.684 -1.341
H21 2.305 -4.690 -1.827
H22 0.879 -3.736 -2.205
H23 3.594 -2.311 0.429
H24 4.778 -2.238 -2.174
H25 12.032 2.453 3.547
H26 0.093 2.383 -1.169
H27 -1.798 -1.618 1.230
H28 10.893 2.693 2.203
H29 -7.941 2.170 -0.334
H30 -3.443 -2.090 5.421
H31 14.075 -1.357 3.119
H32 6.023 -1.229 -0.853
H33 -11.114 -0.018 5.661
H34 6.526 -2.572 1.535
H35 10.225 1.940 5.100
H36 4.429 -3.935 -1.825
H37 0.085 3.368 -2.643
H38 -0.228 -0.139 -5.821
H39 -1.117 -2.619 -1.293
H40 -11.073 -0.389 3.245
H41 -5.258 2.403 0.172
H42 -9.670 2.196 -0.757
H43 12.816 -2.612 3.085
H44 6.300 1.689 -5.090
H45 -3.385 0.245 -1.985
H46 -8.695 4.273 0.648
H47 -2.950 -1.448 -1.128
H48 -2.016 3.832 -1.596
H49 -5.919 -2.305 3.053
H50 -14.379 2.698 -4.744
H51 -0.135 -1.831 -3.683
H52 -1.227 -4.094 -0.333
H53 -12.993 4.978 -5.139
H54 12.537 -0.501 1.440
H55 -10.881 -1.776 5.551
H56 -2.549 -3.276 1.206
H57 4.971 -3.490 0.394
H58 4.827 -0.499 0.221
H59 5.364 -1.136 3.052
H60 -3.985 -2.731 -0.621
H61 6.416 1.155 1.316
H62 -13.486 3.381 -3.366
H63 -1.623 1.210 -0.387
H64 -9.733 4.622 -0.753
H65 -2.984 -1.959 2.971
H66 7.071 -0.734 3.134
H67 -4.335 1.710 -1.725
H68 -0.353 2.350 -4.821
H69 0.760 -1.846 -0.042
H70 0.798 -4.853 0.009

Multiplicity: 1
Highest occupied orbital energy in eV: -10.111
Lowest unoccupied orbital energy in eV: -3.70
Strongest force on any atom in eV/Å: 2.08
Net charge: +1
HOMO-LUMO gap in Eh: 0.2358


No. 2
A structure of composition C40H71BrNbO15S in a non-equilibrium geometry, computed with ωB97M-V with the def2-TZVPD basis set.

Atoms and positions in Å:
Nb1 2.436 -2.051 0.124
Br1 -0.163 -2.159 0.558
S1 2.233 -3.613 3.265
O1 -4.187 2.948 -4.382
O2 -8.029 -0.054 -6.078
O3 6.680 -1.931 3.312
O4 0.265 -1.454 -4.392
O5 7.396 0.204 2.911
O6 -4.244 -5.537 3.503
O7 -5.693 1.139 -0.516
O8 6.574 3.281 -2.300
O9 -2.083 2.912 2.234
O10 -7.340 0.623 -4.005
O11 -6.351 -0.451 0.990
O12 -2.412 3.405 -3.015
O13 -2.799 0.777 2.635
O14 1.086 0.420 -5.720
O15 -2.468 -5.081 4.870
C1 -0.919 0.969 -4.114
C2 6.800 -0.768 3.662
C3 -6.789 -0.026 -2.860
C4 -7.324 -1.687 -4.438
C5 -4.474 1.454 -1.188
C6 -4.974 -4.811 2.516
C7 -2.021 4.118 2.993
C8 4.744 -2.062 -0.006
C9 2.581 -0.630 1.932
C10 2.654 -3.933 1.472
C11 6.451 0.004 -0.303
C12 -3.381 0.909 -0.305
C13 -2.679 1.940 2.985
C14 0.209 -0.045 -4.811
C15 2.305 0.934 1.404
C16 -4.032 -0.300 0.317
C17 1.650 -2.998 -2.991
C18 -3.356 5.146 -4.403
C19 6.364 -0.208 4.982
C20 7.458 1.410 3.670
C21 4.173 -4.016 5.470
C22 5.347 -0.982 -1.081
C23 -3.115 2.500 4.305
C24 -5.477 0.096 0.338
C25 2.399 -3.449 -1.640
C26 -3.300 -4.719 4.055
C27 3.848 -3.117 4.115
C28 0.880 -1.572 -3.027
C29 -3.244 3.766 -3.829
C30 -7.625 -0.314 -4.957
C31 -4.737 5.126 -5.010
C32 -4.793 -3.359 2.875
C33 -7.255 -1.455 -2.950
C34 6.384 1.276 4.718
C35 -3.412 -3.339 3.482
C36 6.005 1.568 -0.529
C37 -4.918 3.674 -5.369
C38 6.114 1.893 -2.136
C39 5.599 3.913 -3.211
C40 -3.094 3.984 4.041
H1 4.767 -3.301 6.218
H2 4.890 1.692 -0.173
H3 2.849 1.180 0.399
H4 -0.008 -1.434 -2.278
H5 8.458 1.496 4.108
H6 0.848 -3.839 -3.264
H7 2.514 1.723 2.268
H8 -2.196 4.976 2.338
H9 -2.391 2.212 5.072
H10 -3.914 -1.191 -0.305
H11 7.533 -0.111 -0.792
H12 -4.905 -2.687 2.020
H13 5.016 -3.153 -0.397
H14 6.577 1.876 5.611
H15 -3.272 5.906 -3.623
H16 4.774 -3.215 3.380
H17 6.002 -1.607 -1.854
H18 3.709 -4.396 1.273
H19 -6.364 -2.020 -4.842
H20 -7.149 0.464 -1.950
H21 3.527 -3.728 -1.913
H22 -3.328 -2.579 4.262
H23 -4.561 -5.050 1.530
H24 -4.060 4.297 3.626
H25 -4.117 2.153 4.568
H26 -1.822 0.385 -3.642
H27 6.932 1.173 -2.583
H28 -6.598 -2.156 -2.427
H29 4.894 -4.933 5.241
H30 7.088 -0.496 5.749
H31 5.362 -0.555 5.245
H32 5.472 3.206 -4.135
H33 -1.021 4.204 3.431
H34 5.066 1.666 -2.627
H35 -0.421 1.604 -3.264
H36 -4.505 3.435 -6.355
H37 -2.637 -3.203 2.723
H38 1.135 0.959 1.171
H39 7.283 2.268 3.014
H40 -8.119 -2.390 -4.698
H41 -5.531 -3.070 3.633
H42 -2.902 4.584 4.935
H43 -3.658 -0.481 1.328
H44 1.841 -4.695 1.048
H45 -4.849 5.798 -5.864
H46 6.516 -0.230 0.843
H47 -6.026 -5.109 2.542
H48 -2.581 5.282 -5.162
H49 4.605 4.096 -2.609
H50 2.322 -0.524 -0.906
H51 6.654 2.300 0.148
H52 -4.487 0.980 -2.175
H53 -1.339 1.624 -4.990
H54 3.680 -0.635 2.397
H55 1.628 -0.644 -2.967
H56 -8.259 -1.546 -2.517
H57 5.237 -1.991 1.078
H58 -3.138 1.639 0.477
H59 3.189 -4.386 6.009
H60 -2.462 0.680 -0.851
H61 2.436 -3.035 -3.885
H62 1.920 -4.481 -1.281
H63 6.097 4.918 -3.588
H64 4.531 -0.354 -1.639
H65 -5.970 3.376 -5.343
H66 5.419 1.589 4.302
H67 3.693 -1.986 4.462
H68 1.744 -0.817 2.746
H69 -4.393 2.538 -1.316
H70 -5.475 5.415 -4.252
H71 -5.698 0.060 -2.901

Multiplicity: 1
Highest occupied orbital energy in eV: -4.151
Lowest unoccupied orbital energy in eV: 1.81
Strongest force on any atom in eV/Å: 8.53
Net charge: -1
HOMO-LUMO gap in Eh: 0.2190


No. 3
A cluster of 10 separate species, C40H74BrClIN22O13PS in total in a non-equilibrium geometry, computed with ωB97M-V with the def2-TZVPD basis set.

Atoms and positions in Å:
I1 -0.978 -2.713 -4.589
Br1 6.254 -0.592 -2.320
Cl1 -1.043 -4.752 2.421
S1 -0.020 0.051 -2.346
P1 -2.621 1.059 -0.132
O1 -0.948 -7.940 0.050
O2 -4.708 7.919 3.251
O3 -2.573 -4.248 5.818
O4 3.086 1.355 3.294
O5 -2.459 -10.663 -4.173
O6 -3.811 -6.385 -8.436
O7 3.987 10.570 -0.123
O8 -2.490 -6.224 -0.447
O9 -6.819 -9.114 0.635
O10 6.246 8.428 2.191
O11 -4.769 -1.023 -3.207
O12 -2.370 -8.458 1.839
O13 2.970 6.968 3.478
N1 -6.448 7.039 2.104
N2 -1.089 0.546 0.639
N3 5.999 11.427 0.449
N4 1.390 8.487 2.910
N5 7.338 7.858 0.297
N6 -6.521 -1.911 -4.327
N7 -3.691 -5.979 4.891
N8 -4.580 -3.085 -4.113
N9 3.561 8.805 2.300
N10 -3.440 -5.855 7.152
N11 8.449 8.893 1.995
N12 -5.717 -9.686 -1.256
N13 -2.207 3.710 2.030
N14 -3.830 0.964 0.948
N15 -3.546 -6.880 -6.247
N16 -4.616 -8.644 0.446
N17 -4.512 5.860 2.338
N18 -2.204 -11.166 -1.984
N19 -1.603 -9.113 -2.768
N20 3.479 5.461 -1.481
N21 4.324 12.802 -0.254
N22 -2.959 -4.825 -7.040
C1 4.049 2.274 2.700
C2 -0.773 -3.579 1.006
C3 2.551 3.231 -0.482
C4 4.723 11.536 0.015
C5 3.675 0.747 -2.937
C6 -1.268 -6.565 -0.373
C7 0.063 1.411 0.247
C8 2.465 4.397 2.064
C9 -0.827 -0.905 0.302
C10 -0.009 2.487 2.801
C11 5.144 1.086 -2.305
C12 -3.461 -6.052 -7.315
C13 7.278 8.395 1.536
C14 -1.573 2.869 2.840
C15 -2.111 -10.335 -3.049
C16 2.726 2.080 -3.060
C17 -0.314 -1.373 -1.150
C18 -3.194 -5.293 5.946
C19 -1.051 -2.041 1.369
C20 -2.460 2.187 4.026
C21 1.975 -2.620 -3.308
C22 -5.784 -9.145 -0.015
C23 -5.258 -1.946 -3.841
C24 -1.522 -1.610 2.826
C25 -0.047 -2.899 -1.529
C26 2.662 8.020 2.930
C27 1.888 3.353 0.976
C28 0.636 2.413 1.332
C29 -0.277 -4.043 -0.428
C30 3.842 4.165 -0.787
C31 2.305 -2.418 -4.879
C32 0.760 1.329 -1.201
C33 0.496 -3.267 -3.021
C34 -2.028 -1.400 4.035
C35 -0.082 -7.967 2.633
C36 -1.185 -8.113 1.465
C37 3.696 3.840 2.951
C38 2.001 2.215 -1.597
C39 -0.006 -5.606 -0.660
C40 -5.190 6.999 2.606
H1 -3.634 -3.149 -3.767
H2 -2.879 -4.178 -7.810
H3 -3.471 1.813 3.628
H4 3.428 2.978 -3.211
H5 -4.625 -8.233 1.365
H6 -1.517 -8.464 -3.535
H7 3.151 0.084 -2.132
H8 -2.573 2.437 -0.565
H9 -6.862 6.295 1.572
H10 6.618 12.208 0.569
H11 -7.060 -1.078 -4.145
H12 1.992 -1.386 -5.303
H13 4.675 4.423 2.699
H14 -3.915 -7.804 -6.410
H15 -3.085 -5.373 7.964
H16 -1.924 -10.915 -1.052
H17 1.962 2.007 -3.922
H18 0.555 3.170 3.543
H19 -2.579 -12.087 -2.151
H20 4.525 8.490 2.292
H21 0.076 1.410 3.250
H22 -3.264 -6.624 -5.317
H23 -3.757 -8.660 -0.072
H24 -2.583 -1.514 5.049
H25 6.334 10.499 0.661
H26 8.445 9.303 2.916
H27 1.604 4.815 2.732
H28 1.884 -3.310 -5.475
H29 0.343 -8.969 3.013
H30 -4.963 -3.856 -4.632
H31 -6.987 7.872 2.282
H32 2.182 -1.666 -2.703
H33 -6.567 -10.071 -1.636
H34 -1.841 1.370 4.572
H35 -3.948 -6.712 7.277
H36 -0.566 -7.451 3.562
H37 3.327 9.670 1.845
H38 -2.668 3.053 4.781
H39 -4.891 5.094 1.811
H40 3.781 0.173 -3.928
H41 -1.311 -8.824 -1.850
H42 -3.572 5.790 2.695
H43 4.422 4.462 0.182
H44 3.131 5.252 -2.439
H45 4.912 13.608 -0.147
H46 -6.941 -2.659 -4.850
H47 0.640 -4.412 -3.167
H48 0.688 7.929 3.371
H49 6.483 7.475 -0.080
H50 9.307 8.876 1.473
H51 4.578 3.622 -1.490
H52 0.826 -7.310 2.349
H53 4.951 1.311 -1.177
H54 -2.996 0.152 -1.202
H55 0.820 -5.917 0.107
H56 5.674 1.944 -2.854
H57 2.845 5.322 1.465
H58 -4.876 -9.721 -1.806
H59 1.117 9.346 2.467
H60 2.738 -3.416 -2.920
H61 -4.205 -6.839 4.974
H62 -1.499 4.076 1.365
H63 -3.530 -5.592 3.974
H64 3.378 12.926 -0.580
H65 5.064 2.088 3.245
H66 3.542 3.995 4.095
H67 0.408 -5.887 -1.695
H68 -3.442 0.628 1.848
H69 -2.666 -4.532 -6.124
H70 3.121 0.487 2.816
H71 3.470 -2.442 -4.968
H72 8.175 7.821 -0.257
H73 2.749 5.950 -0.925
H74 4.246 2.024 1.581

Multiplicity: 1
Highest occupied orbital energy in eV: -7.638
Lowest unoccupied orbital energy in eV: -1.15
Structure (SMILES): [H]/N=C(/C)Cc1c(CCCO)c(CN)c(CCCBr)c2c1N([PH2]=N)c1c(C#C)c(Cl)c(CC(=O)OC(C)=O)c([C@@H](I)CC)c1S2.NC(N)=O.NC(N)=O.NC(N)=O.NC(N)=O.NC(N)=O.NC(N)=O.NC(N)=O.NC(N)=O.NC(N)=O
Strongest force on any atom in eV/Å: 7.23
HOMO-LUMO gap in Eh: 0.2384